[1]
# C8H16F3N2

A cluster of 2 separate species, C8H16F3N2 in total at a distorted geometry (wB97M-V/def2-TZVPD, the OMol25 dataset).

CARTESIAN COORDINATES (ANGSTROEM)
C -1.55158 -0.58078 0.73131
N -0.24284 -0.04975 1.16532
C 0.92061 -0.75911 0.61877
C -0.13219 1.27950 1.40255
H -1.43699 -1.66516 0.64086
H -2.33285 -0.37284 1.45756
H -1.84650 -0.15280 -0.23949
H 0.63926 -1.80019 0.52921
H 1.19298 -0.34085 -0.36135
H 1.76955 -0.67714 1.30120
H 0.79244 1.76328 0.96621
H -1.10668 1.80271 1.47474
C -1.55648 3.11970 4.43308
C -0.68446 1.86212 4.25128
N 0.24261 2.22867 3.15280
C 0.40814 3.69795 3.18118
C 1.00578 4.17948 1.88787
F 1.33322 5.49939 1.97801
F 2.16388 3.47782 1.63899
F 0.15553 4.02444 0.83020
C -0.93550 4.26231 3.64049
H -2.59619 2.95663 4.14074
H -1.59000 3.37798 5.49320
H -0.13962 1.65757 5.20182
H -1.25690 0.96270 3.97784
H 1.12718 1.73095 3.19990
H 1.16919 3.95226 3.92410
H -1.53819 4.61940 2.79405
H -0.76153 5.14520 4.26525

Properties
- HOMO-LUMO gap: 10.15 eV
- HOMO level: -13.6 eV
- Charge: +1

[2]
# C11H15B

The molecule C11H15B at a distorted geometry (wB97M-V/def2-TZVPD, the OMol25 dataset).

CARTESIAN COORDINATES (ANGSTROEM)
B 1.23779 2.36350 0.90277
C -0.08644 0.34216 -0.06450
C 0.62456 1.11979 0.95150
C 0.36876 1.07853 -2.54315
C -0.07098 -0.04424 -3.55642
C -0.17178 -1.66875 1.25420
C 0.60907 -0.94594 2.43296
C -1.39116 0.18516 1.87539
C 0.44749 -0.01127 -1.46191
C -0.10490 -0.99198 -2.40118
C -1.00448 -0.61146 0.66594
C 0.05100 0.51769 2.26015
H 1.85347 3.37795 1.20956
H 1.29062 1.69961 -2.55793
H -0.54034 1.51177 -2.31246
H -1.04100 0.33061 -4.07748
H 0.62878 -0.32838 -4.45801
H 0.69434 -2.16711 0.77219
H -0.87469 -2.45427 1.52598
H 0.24961 -1.25386 3.38373
H 1.73958 -0.92758 2.24486
H -1.84952 1.13199 1.45504
H -1.88861 -0.44046 2.51481
H 1.51113 -0.20056 -1.10432
H -0.63352 -1.92645 -2.03846
H -1.79323 -0.92960 0.07690
H 0.14447 1.24315 3.04985

Properties
- HOMO-LUMO gap (alpha / beta): 7.69 / 6.29 eV
- HOMO level (alpha / beta): -7.5 / -6.2 eV
- ΔE to the lowest compared entry with this formula, charge and spin: 165.9 kcal/mol
- Charge: 0

[3]
# C18H26BrF3N3O4

A cluster of 2 separate species, C18H26BrF3N3O4 in total at a distorted geometry (wB97M-V/def2-TZVPD, the OMol25 dataset).

CARTESIAN COORDINATES (ANGSTROEM)
C -2.08289 4.47938 1.51841
C -1.61578 3.49293 2.56242
O -1.29231 2.21262 2.02698
C -2.41356 1.50527 1.54407
C -2.02094 0.04724 1.46381
C -0.88096 -0.14235 0.46698
C -0.33664 -1.57230 0.51611
C 1.13233 -1.77051 0.12990
C 1.47351 -1.67596 -1.35823
C 2.60774 -2.65293 -1.78429
C 3.74780 -2.72225 -0.76762
C 4.47667 -1.48107 -0.41015
O 5.01696 -2.59886 -1.23994
C 0.30210 -2.14678 -2.13953
N -0.15415 -1.33970 -3.01103
C 0.60994 -0.09329 -3.12994
Br -0.57024 1.42649 -3.07154
C 1.17498 -0.16858 -4.59306
F 1.84882 0.89999 -4.93857
F 1.90145 -1.27226 -4.74341
F 0.11120 -0.29069 -5.40979
C 1.64800 -0.23695 -1.97959
O 1.62118 0.71135 -0.99982
O 2.94265 -0.08755 -2.65022
C 3.43981 1.11314 -2.60108
N 3.79484 2.19975 -2.82022
H -2.37554 5.39838 2.01526
H -2.94107 4.12938 0.95543
H -1.28409 4.69972 0.81972
H -0.69860 3.86136 3.00639
H -2.35603 3.36195 3.35121
H -2.66778 1.84516 0.53841
H -3.27265 1.61460 2.19919
H -2.85297 -0.58110 1.15958
H -1.69477 -0.28702 2.44326
H -0.08050 0.50434 0.81078
H -1.20224 0.15219 -0.52980
H -0.41680 -1.89085 1.54958
H -0.99958 -2.24562 -0.02946
H 1.39287 -2.78147 0.43188
H 1.76060 -1.11708 0.71945
H 3.05572 -2.40584 -2.73665
H 2.19804 -3.66234 -1.80527
H 3.61124 -3.42095 0.04211
H 4.67118 -0.69619 -1.11065
H 4.90824 -1.52042 0.57547
H -0.11995 -3.11506 -1.92395
H -0.96460 -1.58175 -3.57289
H 0.82998 1.26686 -1.02638
C -4.00690 0.21656 5.39539
C -4.45300 -0.11006 4.05064
N -4.80324 -0.36580 2.98930
H -3.02913 0.69617 5.37065
H -4.70750 0.89535 5.87795
H -3.93082 -0.68247 6.00397

Properties
- HOMO-LUMO gap: 7.43 eV
- HOMO level: -12.2 eV
- Charge: +1

[4]
# C14H16

A cluster of 2 separate species, C14H16 in total at a distorted geometry (wB97M-V/def2-TZVPD, the OMol25 dataset).

CARTESIAN COORDINATES (ANGSTROEM)
C 1.70515 -3.15914 1.13236
C -1.84836 -2.09756 1.96611
C -0.80043 -2.82028 1.37350
C -1.63074 -0.99336 2.73810
C 0.49229 -2.50795 1.69129
C -0.28610 -0.71534 3.10481
C 0.73528 -1.54209 2.68275
H -2.80085 -2.37542 1.51005
H -1.22263 -3.59132 0.63352
H -2.40755 -0.34283 2.96865
H -0.13225 0.12902 3.86327
H 1.42045 -3.97127 0.59203
H 2.43776 -3.46979 1.91318
H 1.72099 -1.36108 2.96220
H 2.15231 -2.55155 0.28675
C -0.59194 2.60331 -3.96984
C -0.22799 0.79596 -0.68441
C -0.71042 1.05208 -1.94435
C 0.73319 1.54638 -0.06854
C -0.32440 2.29153 -2.53567
C 0.97936 2.75271 -0.67966
C 0.60053 3.07279 -1.92375
H -0.65296 0.02276 -0.10271
H -1.49314 0.45944 -2.42254
H 1.30333 1.30664 0.89001
H 1.76445 3.45443 -0.30747
H -0.27753 3.63727 -4.24187
H -1.65404 2.60454 -4.24729
H 1.02295 3.86064 -2.50383
H -0.00672 1.90948 -4.67666

Properties
- HOMO-LUMO gap (alpha / beta): 7.55 / 3.31 eV
- HOMO level (alpha / beta): -11.7 / -11.7 eV
- ΔE to the lowest compared entry with this formula, charge and spin: 38.5 kcal/mol
- ⟨S²⟩: 0.77
- Spin multiplicity: 2
- Charge: +1